(1)
The following is a quantum chemistry calculation of a molecular structure, C22H42NOP3Sn, from the Open Molecules 2025 dataset.

CARTESIAN COORDINATES (ANGSTROEM)
1 Sn 0.9266 0.2062 -0.2164
2 P -0.0372 2.1397 1.5281
3 P -0.2736 -1.8383 2.2728
4 P -2.8313 -0.4102 0.0327
5 H 2.8445 -0.2069 -3.0118
6 C 2.6240 0.6225 -3.6873
7 C 2.8609 1.9027 -3.4098
8 H 3.4619 2.1495 -2.5434
9 C 1.3093 3.3432 2.0058
10 C -0.8795 1.9742 3.1745
11 C -1.2334 3.2252 0.6477
12 C -0.2027 -3.5744 1.6199
13 C 0.9953 -2.0811 3.6047
14 C -1.7402 -2.0550 3.3914
15 C -3.8087 0.3212 -1.3433
16 C -4.2393 -0.5726 1.2126
17 C -2.7406 -2.1482 -0.5932
18 H 2.2302 0.4037 -4.6762
19 H 2.4149 2.7418 -3.9669
20 H 2.1260 3.2663 1.2615
21 H 1.7069 3.0897 3.0130
22 H 0.8865 4.3726 2.0087
23 H -0.1969 1.4848 3.8865
24 H -1.7852 1.3601 3.0608
25 H -1.1564 2.9714 3.5640
26 H -0.8764 3.3757 -0.3825
27 H -1.3190 4.1976 1.1614
28 H -2.2135 2.7238 0.6255
29 H -0.1479 -4.2654 2.4729
30 H 0.6954 -3.6646 0.9946
31 H -1.0911 -3.7968 1.0160
32 H 0.8911 -3.1033 3.9953
33 H 0.8252 -1.3466 4.4052
34 H 2.0003 -1.9409 3.1860
35 H -1.7070 -3.0706 3.8225
36 H -2.6787 -1.9097 2.8361
37 H -1.6812 -1.3076 4.2013
38 H -4.8986 0.1910 -1.2048
39 H -3.4941 -0.1519 -2.2851
40 H -3.5913 1.3992 -1.3965
41 H -5.2034 -0.6112 0.6679
42 H -4.2285 0.3475 1.8282
43 H -4.1527 -1.4545 1.8744
44 H -3.5706 -2.3405 -1.2951
45 H -2.8085 -2.8622 0.2415
46 H -1.7807 -2.2928 -1.1129
47 C -0.3637 0.4329 -3.0608
48 C -0.1791 -0.8061 -3.6961
49 C -0.9608 -1.0875 -4.8330
50 C -1.5949 -0.0150 -5.4870
51 C -1.8221 1.1788 -4.7595
52 C -1.4315 1.2839 -3.4279
53 O 0.4415 0.8991 -2.0998
54 H 0.6174 -1.3960 -0.8647
55 H 0.5479 -1.4844 -3.2396
56 H -0.9325 -2.0747 -5.3007
57 H -1.9007 -0.0956 -6.5515
58 H -2.2869 2.0622 -5.2293
59 H -1.7745 2.0285 -2.6900
60 C 5.6165 -0.2406 1.4875
61 C 5.2513 -0.5532 0.1837
62 C 3.9005 -0.4861 -0.1684
63 N 2.9584 -0.2220 0.7627
64 C 3.3224 0.1899 2.0074
65 C 4.6549 0.0975 2.4240
66 H 6.6708 -0.2086 1.7629
67 H 5.9761 -0.8042 -0.5885
68 H 3.6009 -0.5305 -1.2163
69 H 2.5748 0.6783 2.6389
70 H 4.8826 0.3492 3.4576

Output
Highest occupied orbital energy (spin up / spin down), eV: -19.61 / -18.91
Charge: +4
LUMO energy (spin up / spin down), eV: -16.44 / -15.79
Relative energy (zero: lowest compared OMol25 entry of this formula, charge and spin), kJ/mol: 110.8

Charges obtained by Mulliken population analysis, quoted in units of e: Sn 0.40; P 0.81; P 0.66; P 1.01; H 0.36; C -0.34; C -0.26; H 0.32; C -1.15; C -1.06; C -1.02; C -1.38; C -1.40; C -0.83; C -1.43; C -1.47; C -1.23; H 0.31; H 0.31; H 0.32; H 0.43; H 0.48; H 0.40; H 0.20; H 0.50; H 0.34; H 0.52; H 0.25; H 0.52; H 0.34; H 0.33; H 0.48; H 0.41; H 0.38; H 0.47; H -0.09; H 0.42; H 0.52; H 0.35; H 0.34; H 0.45; H 0.42; H 0.41; H 0.53; H 0.38; H 0.28; C 0.82; C 0.07; C -0.82; C -0.34; C -0.73; C -0.57; O -0.58; H 0.15; H 0.51; H 0.53; H 0.52; H 0.51; H 0.52; C -0.18; C -0.99; C 0.20; N 0.20; C -0.12; C -1.08; H 0.46; H 0.48; H 0.29; H 0.69; H 0.49

(2)
The following is a quantum chemistry calculation of a molecular structure, HfI, from the Open Molecules 2025 dataset.

CARTESIAN COORDINATES (ANGSTROEM)
1 Hf 0.2123 -0.4869 -0.9482
2 I -0.2123 0.4869 0.9482

Output
Highest occupied orbital energy, eV: -29.43
Charge: +3
LUMO energy, eV: -19.82
Relative energy (zero: lowest compared OMol25 entry of this formula, charge and spin), kJ/mol: 103.2

Charges obtained by Mulliken population analysis, quoted in units of e: Hf 1.86; I 1.14

(3)
The following is a quantum chemistry calculation of a single C4H11NS molecule, from the Open Molecules 2025 dataset.

CARTESIAN COORDINATES (ANGSTROEM)
1 C 1.8191 0.6820 0.7024
2 C 0.3256 0.7059 0.4288
3 N -0.0215 1.8913 -0.3780
4 C -0.0853 -0.6125 -0.2373
5 C -1.5938 -0.8181 -0.3385
6 S -2.2731 -2.2708 0.5053
7 H 2.3724 0.3008 -0.1623
8 H 2.0741 0.0664 1.5609
9 H 2.2026 1.6790 0.9132
10 H -0.2097 0.7520 1.3879
11 H -0.6461 1.6021 -1.1287
12 H 0.8071 2.1407 -0.9156
13 H 0.3798 -0.6885 -1.2236
14 H 0.3269 -1.4120 0.3901
15 H -2.1301 0.0774 -0.0309
16 H -1.8873 -0.9453 -1.3822
17 H -1.4608 -3.1504 -0.0916

Output
Highest occupied orbital energy, eV: -9.04
Charge: 0
LUMO energy, eV: 0.95
SMILES: C[C@@H](N)CCS
Relative energy (zero: lowest compared OMol25 entry of this formula, charge and spin), kJ/mol: 24.4

Charges obtained by Mulliken population analysis, quoted in units of e: C -1.64; C 0.43; N -0.67; C -0.71; C -0.77; S -0.21; H 0.37; H 0.42; H 0.44; H 0.25; H 0.26; H 0.29; H 0.29; H 0.41; H 0.41; H 0.34; H 0.11